# 1
A structure of composition C41H51GeIrP2Se2 at a distorted geometry, computed with ωB97M-V/def2-TZVPD.

The geometry in XYZ format:
```
98
Properties=species:S:1:pos:R:3:forces:R:3
C 2.17588 -2.76444 -1.13172 0.1 0.0 0.0
C 2.26168 -5.26838 -2.31795 0.0 0.0 0.0
H -3.49540 -0.44233 5.39240 0.0 0.0 0.0
C 1.57524 4.13348 -3.00483 0.0 0.0 0.0
H 0.69227 1.92450 -4.29419 0.0 0.0 0.0
C 3.20127 0.86542 -3.61212 0.0 0.0 0.0
H -3.25462 2.29148 -1.89817 0.1 0.0 0.0
C -0.83137 1.17111 3.11988 0.1 0.0 0.0
C 0.04157 -5.31203 2.68030 0.1 0.1 0.0
H 1.16164 3.88105 1.72401 0.0 0.0 0.0
C -2.16014 -4.53617 2.10393 0.0 0.0 0.0
H -3.20432 -4.74106 1.91390 0.0 0.0 0.0
H -3.30324 2.01368 5.26733 0.0 0.0 0.0
H -5.22972 -0.25451 -2.55418 0.0 0.0 0.0
H 3.77308 -0.25093 2.95158 0.0 -0.1 0.0
H -5.54218 2.04939 1.86575 0.0 0.0 0.0
H 2.33874 6.85830 -3.16460 0.0 0.0 0.0
H 2.29855 -6.24208 -2.78419 0.0 -0.1 0.0
C 1.95031 3.35319 1.18159 0.0 0.0 0.1
H -1.66568 -6.58689 2.47996 0.0 0.0 0.0
C 2.92145 -0.42916 2.29343 0.0 -0.2 -0.1
C 1.79923 -1.08657 3.08916 0.0 0.2 0.2
H 2.60779 0.54634 1.92439 0.0 0.1 0.0
H -2.00018 -1.86563 4.08429 0.0 -0.1 0.0
H -0.74128 2.83188 -3.85130 -0.1 0.0 0.0
H 3.71634 6.62514 -2.08588 0.0 0.0 0.0
H 0.71569 -6.11914 2.92982 0.0 0.0 0.0
C 3.30460 -1.35585 1.13188 0.0 0.0 0.1
C 2.59587 -0.00941 -2.72809 0.1 -0.1 0.0
H 4.23659 -4.73024 -2.95841 0.0 0.0 0.0
H 3.13752 5.26019 -0.24460 0.0 0.0 0.1
H -4.23329 -2.47557 -1.29825 0.0 0.0 0.0
C -0.95316 -0.21724 3.16118 -0.1 -0.3 0.1
C 2.93934 0.01528 -1.37558 0.0 -0.2 -0.1
C -1.29538 -5.57327 2.42412 0.0 -0.1 0.0
C -4.02825 2.64147 -1.21482 0.0 0.0 0.0
H 3.67450 5.83961 -3.66895 0.0 0.0 0.0
C 0.51852 -4.01137 2.62875 -0.1 0.0 -0.1
H -0.08368 1.63705 2.49566 0.0 0.0 -0.1
C -0.34596 -2.95759 2.31913 0.2 -0.1 0.0
C 3.87190 0.94259 -0.91963 0.0 0.0 0.0
H -2.36388 -2.42429 1.81735 0.0 0.0 0.0
C -6.14144 1.67906 1.03491 0.0 0.0 0.0
C 0.99915 2.77986 -1.10407 0.5 0.3 -0.5
H -0.35838 1.33434 -2.99849 0.0 0.0 -0.1
H 0.19259 -3.31610 -0.48786 0.0 -0.1 0.0
C 1.12481 -4.87461 -1.62966 -0.1 0.0 0.0
H 1.56255 -0.53727 4.00450 0.0 0.0 -0.1
H 2.96425 0.81428 -4.66655 0.0 0.0 0.0
H -4.70877 3.27686 -1.77825 0.0 0.0 0.0
H 0.27520 -5.53903 -1.55735 0.0 0.0 0.0
C 4.12456 1.79406 -3.15084 0.0 0.0 0.0
H -1.57500 3.04505 3.83426 0.0 0.0 0.0
H 5.18326 2.55009 -1.45021 0.0 0.0 0.0
H 1.89509 -0.74550 -3.10334 -0.1 0.0 0.0
H -6.81646 2.47487 0.72625 0.0 0.0 0.0
C 3.35494 -4.41718 -2.41601 0.0 0.0 0.0
H 2.12976 -2.07544 3.39938 -0.1 0.0 0.1
H -2.96619 -3.20913 -0.26117 0.0 0.0 0.1
H 3.26604 -2.40152 1.45073 0.0 0.0 0.0
Se -0.28966 1.65112 -0.36726 -0.4 -0.7 0.7
Ge -4.99420 1.14133 -0.43721 -0.1 0.1 0.0
H 4.16769 0.97487 0.11958 0.0 0.0 0.1
C 3.31864 -3.16473 -1.82745 -0.1 -0.1 0.0
C 1.08231 -3.62221 -1.03551 0.0 0.0 0.0
H -6.74553 0.84467 1.38466 0.0 -0.1 0.0
C -5.92587 0.11205 -1.79864 0.0 -0.1 0.0
H 1.56468 -3.84405 2.82996 0.1 0.0 0.0
C 1.82446 3.58268 -0.29125 -0.1 -0.1 0.0
H 1.87343 2.29618 1.42684 0.0 0.0 0.0
C 0.89482 3.03956 -2.49140 0.0 -0.1 0.1
C -1.91392 -0.79401 3.99462 0.0 0.1 0.0
C 0.07167 2.22583 -3.44977 0.0 0.0 -0.1
C -2.64501 1.39069 4.67855 0.0 0.0 0.0
H -6.45178 -0.73533 -1.36008 0.0 0.0 0.0
H -2.71930 -3.06208 -2.01878 0.0 0.0 0.0
H -3.56271 3.24816 -0.43858 0.0 0.0 0.0
C 2.37319 4.94731 -2.21617 0.0 0.0 0.1
H 4.31778 -1.19521 0.76066 0.0 0.1 0.0
H 1.48462 4.35250 -4.06145 0.0 0.0 -0.1
H -4.06398 -0.89147 0.89979 0.0 0.0 0.0
H -6.66260 0.73070 -2.30738 0.0 0.1 0.0
C -3.61859 -0.04850 0.36987 0.1 -0.1 0.0
P 2.15666 -1.18428 -0.27207 0.5 0.7 -0.2
C -1.68579 -3.23797 2.04158 -0.1 0.0 0.0
C -3.16487 -2.60680 -1.13685 0.0 0.1 -0.1
C 3.07138 6.13235 -2.80928 0.0 0.0 0.0
H 2.90524 3.72997 1.54330 0.0 0.0 0.1
Se -2.42223 -0.81714 -0.99834 0.0 0.3 0.4
H 4.16616 -2.49943 -1.92420 0.0 0.0 0.0
H 4.59673 2.47563 -3.84264 0.0 0.0 -0.1
C 4.45412 1.83617 -1.80667 0.0 0.0 0.0
C 2.50239 4.64047 -0.86337 0.0 0.0 -0.1
C -1.67369 1.96891 3.87308 0.0 0.0 0.0
Ir -0.01831 -0.74256 0.07797 -0.4 -0.1 -1.0
C -2.75705 0.01166 4.74650 0.0 0.0 0.0
P 0.19985 -1.24220 2.20657 -0.1 0.4 0.7
H -2.99448 0.49547 1.08223 0.0 0.0 -0.1
```
Forces are in eV/Å.

As for the charge: +2. The molar mass comes out at 1028.55 Da. The total energy is -251958.3752 eV. The frontier orbital gap (alpha / beta) comes out at 0.2203 / 0.2204 hartree. Its lowest unoccupied orbital energy (alpha / beta) is -7.3 / -7.3 eV. For the highest occupied orbital energy (alpha / beta), the calculation gives -13.27 / -13.27 eV.

=====

# 2
A structure of composition C41H52CaN2P2SSi2, computed with ωB97M-V/def2-TZVPD.

The geometry in XYZ format:
```
101
Properties=species:S:1:pos:R:3:forces:R:3
H 1.56600 1.61106 -5.50299 0.0 0.0 0.0
C 0.81574 0.84068 -5.70591 0.0 0.0 0.0
C -0.40628 -2.13731 6.98571 0.0 0.0 0.0
C -0.78044 -1.70165 5.72014 0.0 0.0 0.0
C -1.70031 2.90775 -5.56323 0.0 0.0 0.0
H -3.75805 3.67202 -0.78507 0.0 0.0 0.0
H -2.64830 -0.59316 -4.42536 0.0 0.0 0.0
H 2.10253 2.03629 -1.28791 0.0 0.0 0.0
H -0.65754 4.28379 0.52519 0.0 0.0 0.0
H 0.68210 -7.13320 1.10275 0.0 0.0 0.0
H 6.42350 0.37238 1.37149 0.0 0.0 0.0
C 0.00031 -4.28952 -0.59923 0.0 0.0 0.0
H 6.05939 1.36346 -0.03710 0.0 0.0 0.0
C -1.36536 2.41043 -4.29340 0.0 0.0 -0.1
C -2.72524 4.85998 -4.64280 0.0 0.0 0.0
H 1.34288 -0.11120 -5.82662 0.0 0.0 0.0
H -3.59729 -4.18774 -0.18941 0.0 0.0 0.0
H 1.26649 -5.97177 -1.00091 0.0 0.0 0.0
H -2.17733 -0.03335 -6.03141 0.0 0.0 0.0
H -1.37644 -1.43704 -5.30964 0.0 0.0 0.0
N 4.08653 0.27579 -1.94220 0.0 0.0 0.0
C 6.26629 -0.76439 -0.46252 0.0 0.0 0.0
C 1.78467 0.36790 3.24939 0.0 0.0 0.0
C -1.18011 -1.28517 2.66472 0.0 0.0 0.0
H 4.61303 -1.82735 0.36838 0.0 0.0 0.0
C -0.73155 4.35805 -0.56502 0.0 0.0 0.0
C -3.23187 2.73140 -0.59278 0.0 0.1 0.0
C 2.79823 1.96427 1.76076 0.0 0.0 0.0
H -3.22132 2.57654 0.49239 0.0 0.0 0.0
H 3.34956 2.93588 -2.13379 0.0 0.0 0.0
H -1.93687 -3.92217 2.15544 0.0 0.0 0.0
H -6.02532 -4.13408 0.18325 0.0 0.0 0.0
H -0.49828 -2.06360 3.01412 0.0 0.0 0.0
C -0.48405 -0.40881 5.29660 0.0 0.0 0.0
H -2.20449 -1.64970 2.77864 0.0 0.0 0.0
Ca 0.01110 0.22027 -1.46111 0.1 -0.1 -0.2
C 0.57054 -5.52170 -0.30517 0.0 0.0 0.0
C -0.90108 -3.69909 0.28205 0.0 0.0 0.1
H -3.24970 5.80127 -4.76073 0.0 0.0 0.0
C 2.56019 2.19338 -2.26973 0.0 0.0 0.0
C -0.88370 -0.96558 1.20067 -0.1 0.0 0.1
H -1.24239 0.04783 0.95457 0.0 0.0 0.0
C 3.11424 0.89711 -2.83774 0.0 0.0 0.0
C 3.83604 -0.68577 -1.05306 0.0 0.0 0.0
H -2.71256 4.98784 -2.52572 0.0 0.0 0.0
H 1.45199 3.36880 0.83953 0.0 0.0 0.0
H -1.31096 -2.38472 5.06836 0.0 0.0 0.0
C -5.33030 -0.87298 0.75571 0.0 0.0 0.0
H 0.35845 1.08223 -6.66964 0.0 0.0 0.0
H 1.80426 2.61072 -2.93551 0.0 0.0 0.0
H -3.82487 1.92969 -1.04219 0.0 0.0 0.0
N 4.87072 -1.15279 -0.33237 0.0 0.0 0.0
C -6.07593 -2.03752 0.63442 0.0 0.0 0.0
C -4.07516 -3.25661 0.08622 0.0 0.0 0.0
H 0.25678 -3.78267 -1.52211 0.0 0.0 0.0
H 1.08700 0.68239 8.10266 0.0 0.0 0.0
C 6.62878 0.49917 0.30855 0.0 0.0 0.0
H -3.40220 0.02654 0.62134 0.0 0.0 0.0
H 0.41381 1.45840 5.87238 0.0 0.0 0.0
H 7.68853 0.72476 0.18909 0.0 0.0 0.0
H 3.60753 1.07120 -3.79438 0.0 0.0 0.0
C -3.96105 -0.89962 0.54579 0.0 0.0 0.0
C 0.42824 2.01158 2.14156 0.0 0.0 0.0
H -1.43723 2.32991 -6.44392 0.0 0.0 0.0
C -0.65911 -5.59188 1.75977 0.0 0.0 0.0
H 6.50486 -0.66043 -1.52413 0.0 0.0 0.0
C -1.79493 -0.44936 -5.09363 0.0 0.0 0.0
H 3.68050 2.37245 1.28306 0.0 0.0 0.0
H -0.54231 2.45359 1.94634 0.0 0.0 0.0
H -1.35100 5.23103 -0.78882 0.0 0.0 0.0
H 0.56473 -1.62732 8.82897 0.0 0.0 0.0
H 0.27232 4.56069 -0.95093 0.0 0.0 0.0
H 3.88280 0.44877 2.83164 0.0 0.0 0.0
C 0.18279 0.44421 6.17860 0.0 0.0 0.0
C 0.56339 0.00858 7.43657 0.0 0.0 0.0
H 0.20532 -0.94242 1.07028 0.0 0.0 0.0
P -1.53661 -2.04907 -0.14415 0.0 0.0 0.0
H 6.86194 -1.60433 -0.10715 0.0 0.0 0.0
C -1.22708 -4.36373 1.46694 0.0 0.0 0.0
C 0.52966 0.92888 3.01222 0.0 0.0 0.0
C -5.44732 -3.22559 0.29359 0.0 0.0 0.0
H 2.32008 0.17668 -3.03862 0.0 0.0 0.0
H -0.64511 -3.14633 7.29704 0.0 0.0 0.0
S 2.31212 -1.39986 -0.78558 0.0 0.0 0.0
C -1.73399 3.17771 -3.16334 0.0 0.1 0.1
C -2.41179 4.38844 -3.37985 0.0 0.0 0.0
H 1.87913 -0.47302 3.92718 0.0 0.0 0.0
H -5.81288 0.06335 1.00378 0.0 0.0 0.0
H 5.00448 0.68997 -1.92761 0.0 0.0 0.0
C -3.31773 -2.09618 0.22533 0.0 0.1 0.0
C 2.91190 0.88592 2.63160 0.0 0.0 0.0
C 0.24130 -6.17170 0.87266 0.0 0.0 0.0
Si -0.47709 0.68726 -4.29756 -0.1 0.1 0.2
H -2.60039 4.45104 -6.75219 0.0 0.0 0.0
H -7.14599 -2.01575 0.79425 0.0 0.0 0.0
H -0.91833 -6.10039 2.67951 0.0 0.0 0.0
C 1.55532 2.52596 1.51175 0.0 0.0 0.0
Si -1.44857 2.74083 -1.29875 -0.1 -0.2 -0.1
P -1.04081 0.26043 3.68672 0.0 0.0 0.0
C 0.27007 -1.28686 7.84489 0.0 0.0 0.0
C -2.36356 4.10793 -5.75156 0.0 0.0 0.0
```
Forces are in eV/Å.

The molar mass comes out at 763.15 Da. The total energy is -109949.1889 eV. The frontier orbital gap comes out at 0.2103 hartree. The relative energy (zero: lowest compared OMol25 entry of this formula, charge and spin) is 0.699 eV. Its lowest unoccupied orbital energy is 0.0 eV. For the highest occupied orbital energy, the calculation gives -5.72 eV.